Entry 1:
{
  "formula": "H21O10",
  "method": "ωB97M-V with the def2-TZVPD basis set",
  "total_charge": 1,
  "total_energy_ha": -764.631478,
  "de_lowest_ev": 4.146,
  "mol_weight_g_mol": 181.16,
  "max_force_ev_per_a": 7.0,
  "species": ["O", "H", "H", "O", "H", "H", "O", "H", "H", "O", "H", "H", "O", "H", "H", "O", "H", "H", "O", "H", "H", "O", "H", "H", "O", "H", "O", "H", "H", "H", "H"],
  "xyz": [[-1.893, -0.698, 0.855], [-1.473, -0.683, -0.056], [-1.312, 1.226, 0.346], [-1.374, 1.858, 1.080], [-0.805, 2.700, 1.117], [-0.418, 1.257, 1.470], [0.341, 0.558, 2.088], [-0.248, -1.622, 0.081], [-0.002, -0.216, 2.629], [2.420, -1.567, 2.211], [2.630, -0.699, 1.753], [2.711, -1.451, 3.029], [-1.158, 0.949, -1.444], [0.803, -2.055, -2.595], [-0.858, 0.173, -1.960], [2.832, -0.337, -0.659], [3.218, -0.433, -1.578], [-0.582, 1.591, -1.549], [0.864, 2.964, 0.182], [2.297, -1.126, -0.614], [1.096, 3.839, 0.453], [-2.843, -0.366, -2.520], [-3.759, -0.450, -2.120], [1.677, 2.780, -0.158], [0.712, -1.227, 0.392], [-2.812, -0.975, 0.780], [-0.019, -2.097, -1.902], [-0.524, -2.718, -2.324], [-2.797, 0.435, -3.070], [0.749, 0.025, 1.194], [1.357, -1.889, 0.910]]
}



Entry 2:
{
  "formula": "C3H28O17P2S",
  "method": "ωB97M-V with the def2-TZVPD basis set",
  "total_charge": 0,
  "total_energy_ha": -2490.927137,
  "de_lowest_ev": 5.577,
  "mol_weight_g_mol": 430.25,
  "max_force_ev_per_a": 9.2,
  "smiles": "CS(=O)(=O)C(=O)OCPP(=O)(O)O.O.O.O.O.O.O.O.O.O.O",
  "species": ["C", "S", "O", "O", "C", "O", "O", "C", "P", "P", "O", "O", "O", "H", "H", "H", "H", "H", "H", "H", "H", "O", "H", "H", "O", "H", "H", "O", "H", "H", "O", "H", "H", "O", "H", "H", "O", "H", "H", "O", "H", "H", "O", "H", "H", "O", "H", "H", "O", "H", "H"],
  "xyz": [[-0.653, -2.778, 2.189], [-1.859, -3.270, 0.793], [-2.565, -4.641, 1.116], [-1.139, -3.449, -0.569], [-3.129, -1.847, 0.715], [-3.905, -1.660, 1.790], [-3.130, -1.033, -0.510], [-3.036, 0.418, -0.159], [-1.899, 1.419, -1.323], [0.184, 0.783, -1.234], [0.944, 1.499, -2.461], [0.440, -0.936, -1.337], [0.985, 1.367, 0.238], [0.406, -2.495, 1.718], [-1.094, -1.906, 2.844], [-0.526, -3.736, 2.889], [-2.817, 0.585, 1.001], [-4.142, 0.836, -0.320], [-1.897, 2.791, -0.820], [1.227, -1.225, -0.757], [0.640, 2.292, 0.434], [-3.596, 4.521, -1.422], [-2.953, 5.239, -1.324], [-4.210, 4.847, -2.097], [-0.340, 2.288, -4.985], [-0.633, 1.452, -5.376], [0.202, 2.016, -4.229], [0.136, -5.518, 2.590], [-0.417, -5.673, 1.809], [0.460, -6.401, 2.825], [2.600, -0.120, 2.829], [3.243, 0.598, 2.926], [1.985, 0.205, 2.154], [2.446, 4.233, -1.783], [1.950, 3.496, -2.170], [2.504, 4.879, -2.502], [4.268, 2.236, 4.103], [5.161, 1.877, 4.214], [4.242, 2.991, 4.711], [2.225, 1.554, 6.053], [2.806, 1.545, 6.829], [2.830, 1.693, 5.309], [-3.194, 2.212, -4.717], [-3.380, 1.883, -3.825], [-2.306, 2.594, -4.645], [1.848, -4.613, -0.759], [1.836, -4.991, -1.651], [0.917, -4.413, -0.576], [2.077, -1.582, -3.655], [2.683, -0.883, -3.943], [1.577, -1.175, -2.932]]
}



Entry 3:
{
  "formula": "C66H79N11O9",
  "method": "ωB97M-V with the def2-TZVPD basis set",
  "total_charge": 6,
  "total_energy_ha": -3839.522371,
  "de_lowest_ev": 1.685,
  "mol_weight_g_mol": 1170.43,
  "max_force_ev_per_a": 4.2,
  "species": ["C", "N", "C", "C", "C", "C", "C", "C", "C", "C", "N", "C", "C", "C", "H", "H", "H", "H", "H", "H", "H", "H", "H", "H", "H", "H", "H", "H", "C", "N", "C", "C", "C", "C", "C", "C", "C", "C", "N", "C", "C", "C", "H", "H", "H", "H", "H", "H", "H", "H", "H", "H", "H", "H", "H", "H", "C", "N", "C", "C", "C", "C", "C", "C", "C", "C", "N", "C", "C", "C", "H", "H", "H", "H", "H", "H", "H", "H", "H", "H", "H", "H", "H", "H", "C", "N", "C", "C", "C", "C", "C", "C", "C", "C", "N", "C", "C", "C", "H", "H", "H", "H", "H", "H", "H", "H", "H", "H", "H", "H", "H", "H", "C", "N", "C", "C", "C", "C", "C", "C", "C", "C", "N", "C", "C", "C", "H", "H", "H", "H", "H", "H", "H", "H", "H", "H", "H", "H", "H", "H", "N", "O", "O", "O", "C", "C", "O", "O", "H", "H", "H", "C", "C", "O", "O", "H", "H", "H", "C", "C", "O", "O", "H", "H", "H"],
  "xyz": [[1.127, -6.908, 0.208], [2.091, -5.786, 0.165], [2.988, -5.662, 1.148], [3.996, -4.665, 1.015], [3.891, -3.800, -0.007], [2.888, -3.887, -0.962], [1.988, -4.925, -0.860], [4.886, -2.743, -0.240], [6.234, -2.970, -0.096], [7.188, -2.036, -0.500], [6.722, -0.891, -1.116], [5.416, -0.591, -1.157], [4.470, -1.485, -0.698], [7.667, -0.122, -1.894], [0.609, -6.896, 1.158], [1.685, -7.869, 0.127], [0.359, -6.868, -0.575], [3.038, -6.479, 1.898], [4.729, -4.545, 1.790], [2.793, -3.205, -1.796], [1.177, -5.042, -1.609], [6.576, -3.958, 0.181], [8.252, -2.170, -0.573], [5.156, 0.397, -1.561], [3.469, -1.077, -0.783], [7.057, 0.467, -2.550], [8.204, -0.852, -2.451], [8.335, 0.551, -1.401], [1.558, 2.402, 2.678], [2.162, 3.229, 3.715], [2.102, 2.872, 5.000], [2.572, 3.635, 6.047], [3.076, 4.891, 5.762], [3.104, 5.287, 4.418], [2.744, 4.427, 3.441], [3.491, 5.848, 6.817], [3.352, 7.216, 6.616], [3.801, 8.127, 7.594], [4.293, 7.686, 8.762], [4.415, 6.365, 9.012], [4.036, 5.425, 8.024], [4.919, 8.584, 9.766], [0.780, 2.970, 2.158], [1.216, 1.505, 3.153], [2.328, 2.133, 1.971], [1.754, 1.864, 5.225], [2.616, 3.157, 7.046], [3.614, 6.183, 4.124], [2.993, 4.731, 2.431], [2.878, 7.488, 5.665], [3.684, 9.204, 7.525], [4.752, 6.153, 10.024], [4.292, 4.386, 8.257], [4.372, 8.493, 10.712], [4.950, 9.602, 9.343], [5.968, 8.290, 9.911], [4.076, -7.962, -5.706], [3.104, -6.838, -5.693], [1.854, -7.143, -5.357], [0.878, -6.126, -5.191], [1.230, -4.851, -5.534], [2.515, -4.579, -6.005], [3.467, -5.604, -6.040], [0.334, -3.689, -5.415], [0.358, -2.958, -4.207], [-0.037, -1.635, -4.163], [-0.352, -0.999, -5.275], [-0.465, -1.694, -6.441], [-0.160, -3.006, -6.497], [-0.694, 0.417, -5.207], [5.008, -7.685, -6.162], [3.708, -8.868, -6.178], [4.212, -8.311, -4.655], [1.689, -8.199, -5.156], [-0.123, -6.380, -4.842], [2.876, -3.623, -6.339], [4.463, -5.478, -6.459], [0.741, -3.251, -3.243], [0.010, -1.059, -3.281], [-0.576, -1.169, -7.373], [-0.176, -3.431, -7.515], [-0.743, 0.662, -4.161], [-1.754, 0.458, -5.560], [-0.074, 1.046, -5.837], [-5.439, -3.503, -1.660], [-5.096, -2.079, -1.853], [-3.882, -1.592, -1.606], [-3.612, -0.228, -1.770], [-4.476, 0.591, -2.444], [-5.719, 0.014, -2.865], [-6.009, -1.289, -2.506], [-4.265, 2.075, -2.582], [-3.100, 2.767, -2.243], [-3.023, 4.173, -2.339], [-4.122, 4.866, -2.745], [-5.268, 4.204, -3.050], [-5.320, 2.838, -2.974], [-4.031, 6.329, -2.859], [-5.036, -4.113, -2.476], [-6.537, -3.630, -1.638], [-4.976, -3.857, -0.767], [-3.075, -2.193, -1.194], [-2.635, 0.092, -1.398], [-6.462, 0.559, -3.448], [-6.948, -1.776, -2.764], [-2.242, 2.327, -1.776], [-2.133, 4.740, -2.084], [-6.040, 4.932, -3.426], [-6.281, 2.388, -3.172], [-4.064, 6.652, -3.919], [-3.031, 6.626, -2.534], [-4.800, 6.774, -2.228], [-6.229, -4.522, 3.174], [-5.853, -3.078, 3.223], [-6.567, -2.090, 3.862], [-6.295, -0.739, 3.757], [-5.205, -0.353, 2.941], [-4.428, -1.376, 2.352], [-4.775, -2.682, 2.510], [-4.819, 1.029, 2.717], [-3.852, 1.354, 1.764], [-3.349, 2.659, 1.695], [-3.851, 3.652, 2.495], [-4.989, 3.386, 3.276], [-5.485, 2.102, 3.313], [-3.351, 4.960, 2.609], [-7.159, -4.537, 2.568], [-6.503, -4.950, 4.126], [-5.395, -5.009, 2.657], [-7.460, -2.414, 4.447], [-7.078, -0.110, 4.126], [-3.571, -1.195, 1.755], [-4.166, -3.456, 2.032], [-3.371, 0.610, 1.187], [-2.545, 2.941, 0.977], [-5.491, 4.202, 3.813], [-6.399, 1.931, 3.903], [-3.776, 5.457, 3.494], [-3.417, 5.555, 1.705], [-2.257, 4.888, 2.895], [-0.521, 0.532, 0.362], [-1.174, 0.469, 1.394], [-1.111, 0.825, -0.687], [0.667, 0.379, 0.338], [3.362, -0.491, -4.551], [2.995, -1.654, -3.702], [3.327, -2.810, -4.091], [2.355, -1.328, -2.673], [4.438, -0.472, -4.532], [3.001, 0.502, -4.224], [3.156, -0.729, -5.578], [-0.672, -2.961, 1.403], [-1.670, -2.775, 0.321], [-1.277, -2.662, -0.848], [-2.883, -2.720, 0.704], [0.301, -3.255, 1.002], [-0.979, -3.731, 2.128], [-0.689, -1.985, 1.855], [0.912, 4.636, -0.262], [-0.386, 4.395, 0.358], [-0.590, 4.616, 1.577], [-1.314, 4.031, -0.423], [1.783, 4.141, 0.174], [1.195, 5.687, -0.339], [0.849, 4.279, -1.325]]
}



Entry 4:
{
  "formula": "C35H65MnN4PSSbSi3",
  "method": "ωB97M-V with the def2-TZVPD basis set",
  "total_charge": 1,
  "total_energy_ha": -4590.944144,
  "mol_weight_g_mol": 865.93,
  "max_force_ev_per_a": 1.4,
  "spin_multiplicity": 6,
  "species": ["Mn", "C", "C", "C", "P", "C", "C", "C", "C", "C", "C", "C", "C", "C", "C", "N", "C", "C", "C", "C", "C", "C", "C", "C", "C", "H", "H", "H", "H", "H", "H", "H", "H", "H", "H", "H", "H", "H", "H", "H", "H", "H", "H", "H", "H", "H", "H", "H", "H", "H", "H", "H", "H", "H", "H", "H", "C", "C", "C", "N", "N", "C", "N", "S", "H", "H", "H", "H", "H", "H", "H", "C", "Si", "C", "C", "Sb", "Si", "C", "C", "C", "Si", "C", "C", "C", "H", "H", "H", "H", "H", "H", "H", "H", "H", "H", "H", "H", "H", "H", "H", "H", "H", "H", "H", "H", "H", "H", "H", "H", "H", "H", "H"],
  "xyz": [[0.207, -0.540, -0.474], [-0.215, -4.607, -1.982], [-0.844, -3.451, -2.766], [0.097, -2.835, -3.810], [-1.387, -2.137, -1.607], [-2.698, -2.910, -0.566], [-3.240, -1.845, 0.391], [-3.833, -3.593, -1.322], [-2.187, -0.917, -2.669], [-3.110, -1.273, -3.660], [-3.719, -0.340, -4.476], [-4.716, -0.736, -5.538], [-3.366, 0.998, -4.274], [-2.436, 1.381, -3.328], [-1.801, 0.430, -2.504], [-0.823, 0.768, -1.587], [-0.481, 2.136, -1.405], [0.526, 2.709, -2.189], [1.065, 1.965, -3.385], [0.940, 4.010, -1.914], [0.355, 4.768, -0.906], [0.801, 6.185, -0.642], [-0.700, 4.205, -0.194], [-1.139, 2.906, -0.440], [-2.355, 2.351, 0.257], [0.253, -5.325, -2.658], [-0.956, -5.148, -1.392], [0.544, -4.256, -1.270], [-1.732, -3.820, -3.278], [0.804, -2.130, -3.362], [-0.462, -2.277, -4.560], [0.668, -3.615, -4.322], [-2.167, -3.664, 0.022], [-3.748, -1.052, -0.165], [-2.445, -1.382, 0.978], [-3.957, -2.285, 1.090], [-4.418, -2.870, -1.892], [-4.506, -4.065, -0.601], [-3.483, -4.374, -2.000], [-3.361, -2.319, -3.809], [-4.914, -1.809, -5.514], [-4.354, -0.488, -6.538], [-5.669, -0.221, -5.401], [-3.829, 1.763, -4.892], [-2.175, 2.429, -3.218], [0.323, 1.957, -4.188], [1.278, 0.923, -3.154], [1.966, 2.435, -3.778], [1.725, 4.456, -2.522], [1.845, 6.333, -0.923], [0.692, 6.445, 0.412], [0.203, 6.896, -1.217], [-1.205, 4.800, 0.564], [-2.663, 2.987, 1.087], [-2.175, 1.340, 0.626], [-3.194, 2.279, -0.440], [4.951, 2.721, -1.859], [4.580, 1.851, -0.652], [3.862, 0.588, -1.011], [2.649, 0.301, -0.713], [2.265, -0.981, -1.096], [3.223, -1.634, -1.701], [3.128, -2.910, -2.117], [4.672, -0.716, -1.842], [5.576, 3.553, -1.536], [4.057, 3.129, -2.326], [5.505, 2.158, -2.612], [3.931, 2.401, 0.028], [5.483, 1.581, -0.101], [2.220, -3.344, -2.127], [3.827, -3.296, -2.727], [1.317, -2.478, 4.878], [0.776, -2.552, 3.105], [-0.801, -3.521, 2.928], [2.102, -3.312, 2.035], [0.311, -0.230, 2.115], [-1.369, 0.796, 3.774], [-1.131, 0.122, 5.494], [-1.035, 2.628, 3.750], [-3.094, 0.362, 3.251], [2.387, 1.056, 2.891], [3.912, 0.029, 2.620], [2.351, 2.629, 1.893], [2.335, 1.500, 4.701], [1.682, -3.465, 5.189], [0.489, -2.201, 5.533], [2.127, -1.758, 5.026], [-0.689, -4.525, 3.352], [-1.062, -3.626, 1.870], [-1.637, -3.029, 3.435], [2.015, -4.404, 2.044], [3.103, -3.052, 2.391], [2.017, -2.971, 0.999], [-0.089, -0.033, 5.778], [-1.664, -0.827, 5.613], [-1.569, 0.843, 6.196], [-0.299, 2.885, 4.520], [-1.955, 3.183, 3.968], [-0.652, 2.969, 2.786], [-3.216, -0.725, 3.212], [-3.368, 0.775, 2.277], [-3.794, 0.752, 4.000], [4.040, -0.286, 1.583], [3.885, -0.866, 3.247], [4.787, 0.618, 2.918], [2.059, 2.461, 0.850], [3.325, 3.131, 1.917], [1.616, 3.313, 2.331], [2.651, 0.672, 5.343], [1.350, 1.836, 5.030], [3.033, 2.331, 4.856]]
}